243
Properties=species:S:1:pos:R:3:forces:R:3:mulliken_charge:R:1 method="wB97M-V/def2-TZVPD" e_tot_ev=-103054.6821 e_above_lowest_kj_mol=94.0 e_homo_ha=-0.7400 mol_weight_g_mol=1203.09 gap_ev=9.32 total_charge=+6
P 0.021 -48.945 5.020 -1.32 -0.90 -0.90 0.59
O 2.872 -41.687 2.310 -0.20 0.31 0.55 -0.54
O 3.020 -40.425 4.072 -0.26 -0.08 1.06 -0.75
O 4.150 -39.950 2.307 0.03 0.08 0.20 -0.31
N -0.621 -37.331 5.554 -2.30 1.70 0.06 0.46
N 0.152 -43.676 10.545 -0.23 2.06 0.76 0.97
N 6.589 -43.266 5.996 -0.40 -0.38 0.40 0.49
N 4.983 -38.751 -1.201 -0.97 0.58 -0.58 0.45
N -1.132 -42.014 0.902 0.63 0.36 0.61 0.39
N 6.169 -37.037 5.775 0.13 -0.78 -0.64 0.42
N 3.341 -40.687 2.913 0.37 -0.32 -1.64 0.38
C 5.503 -38.025 4.804 -1.42 0.82 0.01 -0.69
C 3.803 -38.094 -0.411 1.28 -1.25 -1.23 -1.17
C 2.595 -51.314 7.358 1.10 -1.11 1.72 -1.07
C 0.968 -42.743 5.711 1.27 -0.41 -1.29 -1.26
C -3.249 -45.673 10.760 0.99 0.01 -0.26 -1.45
C 8.284 -37.714 9.029 -1.27 -0.73 1.09 -0.76
C 4.506 -40.043 -1.913 0.22 -0.35 0.39 -0.76
C 5.978 -45.478 7.379 1.06 0.48 -0.45 -0.70
C -2.125 -44.696 11.194 -0.88 -0.76 0.42 -0.23
C 7.670 -36.877 7.926 0.51 0.06 -1.68 -0.96
C -0.073 -42.197 11.039 -0.70 -0.79 -0.42 -0.44
C 0.536 -43.054 8.027 -0.85 -1.61 2.10 0.43
C 6.934 -37.840 6.902 -0.98 2.44 0.59 -0.41
C 6.626 -44.053 3.639 -1.30 1.18 1.01 -0.22
C 7.449 -43.984 4.905 0.63 -0.13 0.57 -0.85
C -3.368 -46.442 5.217 0.31 -0.80 -1.27 -1.01
C 7.189 -35.775 -2.695 1.35 -0.49 -1.12 -0.85
C -1.865 -52.530 2.098 1.00 0.20 -0.99 -1.16
C 2.600 -46.517 2.710 -0.67 1.62 -0.59 -0.70
C -2.068 -47.002 4.659 0.74 0.61 0.54 0.74
C -0.514 -37.859 8.162 -0.53 0.21 -0.09 -0.64
C 4.020 -36.094 5.086 0.71 0.40 0.05 0.37
C 0.872 -44.278 11.859 -1.60 -1.85 -0.66 -0.66
C -0.515 -43.327 0.490 0.34 0.92 -1.67 -0.32
C 4.422 -37.183 4.048 -0.14 -0.39 1.46 1.26
C -5.244 -41.491 -1.396 1.59 -0.02 -1.38 -1.07
C -1.150 -44.380 10.089 0.10 -0.20 1.15 -0.69
C 0.174 -37.586 6.817 1.24 -0.87 0.32 -0.16
C 1.088 -43.540 9.368 0.41 -0.43 0.84 -2.40
C -1.638 -36.066 5.598 0.71 -1.21 0.44 -0.95
C 1.409 -47.836 4.589 -0.91 0.16 -1.73 -1.12
C 6.081 -39.234 -0.264 0.14 1.23 0.07 -0.30
C 7.234 -38.653 9.727 0.57 1.82 -0.57 -0.63
C -1.450 -48.017 5.634 1.04 -0.11 -0.68 -1.26
C 5.551 -44.137 6.771 -0.25 -1.07 -1.94 -0.67
C 6.260 -36.425 -1.706 -2.04 -0.59 -0.29 -0.53
C 0.708 -50.038 6.331 -0.43 0.23 0.26 -0.97
C 4.918 -46.588 7.363 -1.17 1.24 -0.29 -0.63
C -0.275 -40.781 0.677 -0.43 -0.19 -0.75 -0.85
C 0.281 -37.030 4.364 -0.12 2.12 0.03 -1.56
C 7.352 -42.638 7.162 0.51 -0.26 -1.27 -1.05
C -1.331 -44.408 1.170 0.46 0.13 0.21 -0.84
C -3.869 -41.978 -2.042 -0.26 0.20 1.80 -0.85
C -0.397 -52.027 2.063 0.51 -0.17 0.26 -0.84
C 6.114 -40.739 -0.202 -0.24 -0.90 0.48 0.47
C 0.636 -43.295 13.041 1.18 -1.44 -1.20 -0.59
C 5.795 -42.754 3.748 -1.71 0.35 -0.82 0.62
C -1.603 -43.760 2.561 -0.79 0.21 -0.37 0.94
C 4.935 -36.264 6.310 0.94 -0.21 -0.82 -1.07
C 2.121 -50.511 6.174 2.28 0.84 -0.25 1.58
C 3.022 -50.551 8.684 -1.98 0.68 -1.46 -0.92
C -3.307 -45.723 6.537 -1.29 -0.03 0.41 -1.12
C -0.622 -49.979 3.524 0.55 0.25 1.31 -1.14
C -0.017 -51.403 3.402 -0.02 0.38 0.25 -0.39
C 0.752 -42.070 12.250 1.04 3.88 0.53 -0.73
C 4.568 -47.173 5.950 1.08 0.56 0.76 -0.24
C -0.311 -39.248 4.137 0.01 -0.94 1.20 1.81
C 4.914 -41.231 -1.008 -1.14 -0.13 -0.09 0.01
C 0.853 -38.288 3.984 1.01 -1.91 -0.25 0.15
C 1.642 -42.801 7.113 -0.38 0.71 -2.74 0.48
C 1.083 -36.601 9.820 -0.24 0.10 0.23 -1.20
C 5.696 -42.233 5.187 2.89 -0.93 0.25 -0.36
C -2.526 -41.453 -1.311 -0.41 -0.11 -0.25 -0.89
C 7.140 -36.127 5.023 -0.82 -1.16 0.93 -0.91
C 1.280 -46.692 3.514 1.22 -0.19 0.33 1.22
C 5.481 -37.671 -2.266 1.18 -1.37 0.96 -0.78
C -2.559 -41.685 0.220 0.76 -0.85 0.08 -0.69
C 2.434 -45.221 1.801 1.01 -1.58 0.28 -1.30
C -1.068 -42.355 2.425 -1.46 1.24 -0.78 -0.14
C 8.342 -36.759 -3.156 -0.82 1.61 -0.11 -1.13
C 0.457 -37.912 9.422 -0.36 -0.41 -1.31 -0.39
C -1.323 -38.618 5.105 0.29 0.47 -0.40 -1.08
H -2.875 -40.757 0.698 -0.27 -0.44 0.41 0.29
H 7.499 -38.675 6.487 0.17 0.40 -0.28 0.58
H 7.603 -38.755 10.747 -0.17 -1.28 -0.24 0.41
H 4.777 -42.894 3.385 -0.03 -0.26 -0.19 -0.52
H 3.493 -38.870 0.289 -0.03 0.52 0.42 0.43
H 6.292 -41.320 5.208 -0.40 0.25 0.43 0.16
H -3.946 -41.795 -3.113 0.61 0.59 0.14 0.45
H 7.068 -41.162 -0.518 -0.10 0.26 -0.60 0.59
H 7.159 -44.063 2.688 0.26 -0.27 0.39 0.48
H 0.489 -36.167 10.625 0.20 0.46 -0.23 0.36
H 1.861 -47.381 5.471 0.13 -0.64 0.04 0.58
H 0.425 -41.140 12.715 -0.64 -0.14 0.65 0.48
H 0.615 -43.696 5.316 -0.15 -0.56 0.70 0.08
H 1.048 -51.337 3.621 0.18 -0.17 -0.52 0.29
H 1.296 -38.577 9.220 -0.13 -0.47 -0.48 0.21
H -1.102 -35.184 5.950 0.35 -0.12 -0.51 0.38
H -0.040 -38.357 10.284 -0.38 0.00 -0.24 0.43
H 1.134 -35.942 8.954 0.14 0.34 0.26 0.30
H -5.362 -40.431 -1.619 -0.21 0.00 0.19 0.31
H -2.191 -47.352 3.634 -0.05 -0.22 0.08 0.66
H -1.093 -44.267 3.380 -0.14 -0.11 -0.10 -0.78
H 6.666 -35.362 -3.557 -0.33 -0.58 -0.27 0.37
H 5.013 -40.254 -2.855 0.04 1.02 -0.16 0.37
H -1.297 -37.103 8.217 -0.01 0.17 0.83 0.35
H 8.903 -37.103 -2.287 -0.10 -0.42 -0.13 0.28
H -2.138 -52.809 1.081 -0.27 0.07 0.07 0.38
H 6.673 -41.864 7.519 0.20 -0.42 0.75 0.48
H -1.956 -53.439 2.693 0.05 0.19 0.19 0.34
H 1.509 -44.541 9.263 0.00 -0.14 -0.43 0.81
H 7.533 -34.830 -2.276 0.54 -0.29 0.45 0.43
H 2.413 -43.571 7.091 0.06 0.00 0.17 -0.49
H -1.076 -47.417 6.464 -0.29 -0.42 0.54 0.38
H 3.011 -37.879 -1.128 0.10 -0.01 -0.01 0.34
H 4.132 -48.169 6.014 0.18 0.15 -0.06 -0.34
H -5.962 -42.052 -1.994 -0.42 0.20 0.46 0.39
H 8.359 -43.395 4.798 -0.18 0.30 -0.02 0.44
H 2.799 -49.659 6.131 -0.01 0.34 -0.22 -1.11
H 6.086 -38.376 -2.836 0.21 0.74 -0.59 0.53
H 4.143 -35.084 4.696 0.12 -0.03 -0.08 0.39
H 6.722 -35.790 4.074 -0.20 0.22 0.35 0.36
H -0.089 -42.161 8.025 -0.25 -0.17 0.49 0.34
H -2.550 -51.760 2.453 -0.09 -0.10 0.00 0.30
H 3.436 -39.910 -2.078 0.14 -0.27 -0.12 0.34
H -4.301 -45.290 6.652 -0.27 -0.29 0.41 0.53
H 6.294 -38.111 9.840 -0.17 0.19 -0.01 0.26
H 1.799 -52.035 7.542 0.07 -0.19 0.58 0.46
H 3.910 -46.519 5.378 -0.32 0.06 0.35 -0.21
H 4.607 -37.325 -2.819 0.05 -0.38 -0.04 0.42
H 1.888 -44.589 11.615 0.31 1.12 -0.11 0.37
H 6.754 -36.599 -0.750 -0.03 -0.17 -0.01 0.41
H 1.642 -38.549 4.689 0.09 -0.35 -0.32 -0.10
H 8.747 -37.141 9.832 -0.01 0.43 -0.40 0.46
H 6.999 -36.040 8.121 -0.68 -0.52 1.11 0.44
H -3.184 -46.493 7.298 0.13 0.42 0.42 0.37
H 1.523 -43.387 13.667 -0.51 -0.14 0.55 0.36
H 7.019 -39.477 9.047 0.22 -0.69 0.84 -0.11
H 9.076 -38.337 8.613 0.08 0.08 -0.12 0.34
H 0.788 -40.987 0.797 -0.12 -0.16 0.23 0.26
H -1.051 -38.804 8.074 -0.01 -0.14 0.15 0.28
H 6.162 -38.527 4.095 0.39 0.17 0.46 0.41
H -0.441 -43.307 -0.597 -0.13 -0.57 0.00 0.64
H -0.281 -36.709 3.486 -0.66 0.57 0.56 0.39
H 2.101 -50.023 8.929 -0.13 0.18 0.75 0.29
H 8.476 -36.249 7.547 0.41 -0.59 -0.91 0.42
H 2.009 -48.587 4.076 0.85 -0.04 0.52 0.55
H -1.626 -39.264 5.929 0.20 0.39 0.16 0.17
H 6.040 -41.101 0.824 -0.28 0.29 0.11 -0.80
H -1.614 -41.898 -1.710 -0.18 -0.42 -0.35 0.45
H -2.657 -43.626 2.804 -0.10 -0.74 -0.06 0.29
H -3.192 -42.557 0.381 -0.05 0.25 0.63 0.63
H 6.734 -45.880 6.704 0.65 0.15 0.37 0.12
H -0.415 -52.114 4.127 -0.14 0.44 0.56 0.31
H 5.467 -47.177 5.333 0.22 -0.57 0.01 0.47
H -2.015 -36.017 4.576 0.14 0.33 0.24 0.44
H 4.755 -42.151 5.732 -0.01 0.05 -0.56 0.25
H -1.414 -46.130 4.654 0.55 -0.04 -0.44 -0.81
H 3.709 -49.730 8.479 0.49 -0.30 -0.15 0.11
H 0.499 -43.268 0.885 0.07 -0.18 -0.04 -0.03
H 5.197 -47.268 8.167 -0.14 -0.46 -0.52 0.53
H 9.050 -36.266 -3.822 0.02 0.28 0.22 0.42
H 1.709 -42.510 4.946 0.12 0.58 -0.04 0.18
H 5.155 -35.249 6.642 0.62 -0.40 0.51 0.49
H 6.383 -45.298 8.375 0.13 -0.43 -0.03 0.68
H -2.719 -43.828 11.479 0.69 0.32 0.56 0.27
H 0.449 -45.274 11.987 -0.51 0.13 0.18 0.50
H 0.572 -46.820 2.695 -0.63 -0.25 0.56 0.34
H 3.323 -45.105 1.180 0.04 -0.19 -0.18 0.58
H 2.085 -36.806 10.197 -0.01 0.37 0.04 0.30
H 4.008 -46.077 7.676 -0.43 -0.27 0.54 -0.15
H 0.989 -36.249 4.641 -0.21 0.07 0.05 0.49
H 0.692 -49.428 7.234 -0.15 0.24 0.16 0.51
H 4.883 -44.484 5.983 -0.53 0.61 -0.13 0.14
H 2.745 -47.411 2.102 0.19 0.09 -0.10 0.65
H 0.305 -52.836 1.863 -0.25 -0.41 0.22 0.41
H 7.654 -43.479 7.787 -0.55 0.39 0.59 0.35
H -3.980 -47.336 5.332 -0.63 0.28 0.16 0.40
H -2.350 -40.386 -1.443 -0.44 0.11 -0.37 0.52
H 5.834 -38.789 0.700 0.30 -0.03 0.00 -0.05
H 2.390 -51.085 5.287 -0.69 -0.05 -0.18 0.19
H 2.071 -41.819 7.309 0.40 -0.06 0.08 0.38
H 1.113 -45.758 4.049 -0.45 0.11 -0.14 -1.14
H -3.927 -43.066 -2.005 0.53 -0.20 0.31 0.36
H -0.037 -42.336 2.779 0.08 0.75 -0.40 -0.46
H 7.924 -37.527 -3.807 0.05 -0.41 0.48 0.29
H -0.878 -39.485 3.237 0.63 -0.22 0.01 -0.38
H -2.839 -46.661 10.548 -0.01 -0.09 -0.04 0.38
H 1.939 -42.928 9.665 -0.13 0.22 0.38 0.46
H 0.709 -38.507 6.585 0.32 0.03 -0.14 -0.04
H -2.193 -44.685 0.564 -0.17 0.08 0.37 0.42
H 4.046 -41.567 -0.440 0.12 0.58 0.87 -0.46
H 7.016 -38.824 -0.647 -0.05 0.04 0.15 0.48
H -3.920 -45.776 11.613 -0.25 0.06 -0.38 0.42
H 1.775 -41.712 12.129 0.50 -0.86 -0.70 0.34
H -0.020 -43.919 7.666 -0.49 0.32 -0.33 -0.04
H -0.708 -45.296 1.281 -0.12 -0.02 -0.10 0.34
H -2.158 -48.799 5.908 -0.12 0.13 0.41 0.56
H 4.965 -38.743 5.423 0.29 -0.23 0.02 0.00
H -0.320 -43.387 13.556 0.20 -0.37 -0.02 0.31
H 1.601 -45.371 1.114 -0.17 0.41 0.17 0.47
H -1.078 -42.031 11.427 -0.40 -0.54 -0.74 0.40
H -0.610 -39.961 1.312 0.03 -0.41 0.37 0.28
H 0.153 -50.935 6.605 -0.86 0.22 -0.54 0.60
H 3.324 -51.117 9.565 0.05 -0.30 -0.51 0.42
H -0.101 -51.334 1.274 -0.75 0.27 -0.31 0.41
H -0.476 -40.386 -0.319 0.25 -0.41 -0.16 0.43
H 5.923 -44.883 3.704 0.25 -0.27 -0.22 -0.13
H -2.217 -38.361 4.536 -0.02 0.33 0.31 0.48
H -3.794 -45.862 4.398 -0.27 0.24 0.23 0.51
H -0.464 -49.382 2.626 0.26 -0.01 -0.09 0.58
H -2.473 -36.154 6.292 0.15 -0.78 0.01 0.38
H -2.709 -44.834 6.736 0.88 -0.28 -0.56 0.15
H -1.636 -45.221 12.014 -0.03 0.59 0.34 0.35
H -3.731 -45.311 9.851 -0.41 -0.03 0.19 0.33
H -1.704 -50.051 3.640 -0.08 0.20 0.24 0.66
H 5.067 -43.406 7.419 -0.09 -0.39 0.14 0.53
H 0.147 -41.485 10.243 -0.07 -0.23 -0.03 0.03
H 4.851 -36.871 3.095 -0.48 0.45 0.13 0.46
H -5.368 -41.668 -0.328 0.05 -0.17 -0.10 0.30
H 7.963 -36.806 4.803 0.44 0.66 0.15 0.35
H 8.309 -42.174 6.923 -0.18 0.13 -0.76 0.34
H -0.842 -45.339 9.672 0.13 0.21 -0.51 0.41
H 7.802 -44.972 5.198 -0.27 0.13 0.55 0.52
H 2.999 -36.104 5.468 -0.14 -0.45 -0.38 -0.50
H -1.742 -43.745 9.430 0.82 0.07 -0.59 0.23
H -1.721 -41.582 2.829 0.32 -0.16 0.76 0.40
H 0.213 -40.077 4.612 -0.82 -0.81 -0.49 -0.94
H 7.293 -35.353 5.774 0.79 0.24 -0.76 0.42
H 0.113 -42.088 5.543 0.11 0.39 0.66 0.53
H 3.507 -46.324 3.284 -0.14 -0.40 0.40 -0.01
H 2.437 -44.306 2.392 -0.66 0.01 0.10 0.05
H 5.426 -35.731 -1.591 0.19 0.41 0.76 0.40
H 5.091 -42.168 -1.537 0.51 0.42 -0.66 0.62
H 3.462 -51.924 7.106 -0.08 0.00 -0.50 0.43
H 6.086 -38.212 7.476 0.13 -0.48 -0.08 0.14
H 1.239 -38.419 2.973 0.25 0.67 0.07 0.84
H 0.932 -36.816 6.959 -0.22 0.33 -0.37 0.11
H 4.587 -36.903 7.122 -0.42 0.28 -0.10 0.34
H 4.204 -37.157 -0.024 -0.18 -0.29 0.41 0.35
H 3.497 -37.745 3.919 0.63 -0.51 -0.62 -1.24
H 6.172 -41.973 3.088 0.27 0.05 0.23 0.03